{
  "formula": "CH4N2O2",
  "method": "ωB97M-V/def2-TZVPD",
  "symbols": ["O", "O", "N", "N", "C", "H", "H", "H", "H"],
  "positions_angstrom": [[-1.490, -0.219, 1.145], [1.096, 1.935, -0.861], [0.496, 1.082, 0.227], [-0.542, -1.039, 0.353], [0.327, -0.104, -0.210], [-0.965, -1.871, -0.060], [0.657, -0.355, -1.214], [-1.120, -0.790, 2.215], [1.542, 1.360, -1.594]],
  "forces_ev_per_angstrom": [[2.70, -5.21, 4.82], [0.64, -2.05, 0.10], [0.70, 0.53, -1.91], [-0.14, 2.43, 1.51], [-1.11, -0.57, -1.46], [0.32, 0.93, -0.42], [0.35, -0.35, -0.06], [-2.29, 3.24, -4.56], [-1.17, 1.05, 1.99]],
  "charge": 0,
  "homo_ev": -9.0130,
  "energy_ev": -8171.024,
  "relative_energy_kj_mol": 546.24,
  "largest_force_ev_per_a": 7.6,
  "multiplicity": 1
}